*i*
Formula: C7H7NO
Source: the Open Molecules 2025 dataset
Level of theory: the ωB97M-V functional and the def2-TZVPD basis

Positions of all 16 atoms, in Å:
C  2.80686  -0.41571  0.18423
C  2.24872  0.25821  -0.94487
C  1.79624  -0.68107  1.05407
C  0.91664  0.35373  -0.74399
C  -2.99008  0.67553  0.04585
C  -1.83191  -0.30018  0.28473
C  -0.59720  -0.49306  0.97609
N  0.57842  -0.32284  0.41431
O  -1.97188  -1.38205  -0.31804
H  3.89878  -0.53330  0.20161
H  2.92260  0.61978  -1.69543
H  1.55671  -1.15127  2.04197
H  0.25977  0.88345  -1.38247
H  -3.85090  -0.06676  -0.13664
H  -2.54823  1.27345  -0.90262
H  -3.19455  1.28209  0.92122

Computed properties:
Spin multiplicity ... 1
HOMO-LUMO gap ... 8.900 eV
HOMO energy ... -0.3265 Eh

Here are the Löwdin charges for atoms 1 to 5, given in e: -0.07, -0.07, -0.05, -0.07, -0.01



*ii*
Formula: C7H7NO
Source: the Open Molecules 2025 dataset
Level of theory: the ωB97M-V functional and the def2-TZVPD basis

Positions of all 16 atoms, in Å:
H  1.26889  1.47296  -3.03473
N  0.85321  1.49804  -2.16108
C  0.69587  0.64527  -1.28925
C  1.36287  -0.70294  -1.04920
C  1.27352  -1.08660  0.19645
C  0.51825  -0.22747  0.97903
O  -0.55611  -0.67819  1.84734
C  -1.84660  -0.22254  1.17653
C  -1.37967  0.80822  0.17450
C  -0.06653  0.66903  -0.00353
H  1.98478  -1.10598  -1.74298
H  1.53810  -2.03890  0.80846
H  1.30321  0.40836  1.40740
H  -2.50901  -1.03496  0.97524
H  -2.20528  0.19105  2.08490
H  -2.23550  1.40465  -0.36909

Computed properties:
Spin multiplicity ... 1
HOMO-LUMO gap ... 9.711 eV
HOMO energy ... -0.3343 Eh
SMILES ... [H]/N=C1\C=C[C@@H]2OCC=C12

Here are the Löwdin charges for atoms 1 to 5, given in e: 0.03, 0.18, -0.30, 0.02, -0.05



Least stable structure: *ii*



*i*
Formula: C7H7NO
Source: the Open Molecules 2025 dataset
Level of theory: the ωB97M-V functional and the def2-TZVPD basis

Positions of all 16 atoms, in Å:
C  -1.00364  0.17691  -1.49653
C  -1.56444  -0.68795  -0.39689
C  -0.21716  -1.43905  0.18358
C  0.91664  -0.63634  -0.39107
N  1.54207  -0.22732  0.67106
O  1.30645  0.95738  0.95623
C  -0.04088  1.14732  0.46561
C  -0.83161  -0.17081  0.93577
C  0.14300  0.61832  -0.87718
H  -0.65609  -0.45094  -2.31817
H  -1.77198  0.84087  -1.50107
H  -2.33469  -1.30573  -0.38797
H  0.17374  -2.32121  0.60609
H  -0.46023  2.04354  0.51409
H  -1.43387  -0.12021  1.77147
H  0.82550  1.19547  -1.57147

Computed properties:
Spin multiplicity ... 1
HOMO-LUMO gap ... 8.464 eV
HOMO energy ... -0.2942 Eh
SMILES ... C1[C@H]2[C@H]3C4=NO[C@H]([C@@H]23)[C@H]14

Here are the Löwdin charges for atoms 1 to 5, given in e: -0.15, -0.05, -0.04, -0.16, 0.02



*ii*
Formula: C7H7NO
Source: the Open Molecules 2025 dataset
Level of theory: the ωB97M-V functional and the def2-TZVPD basis

Positions of all 16 atoms, in Å:
C  -1.97655  0.90782  0.34587
C  -0.73706  0.60786  -0.54567
C  -0.01411  -0.73463  -0.45101
C  1.32878  -0.56838  -0.29268
C  2.59455  -1.08562  -0.02753
C  3.38366  -0.02059  0.13435
O  2.72746  1.19558  0.08264
C  1.43175  0.89303  -0.17803
N  0.36456  1.58542  -0.30953
H  -2.05646  0.20275  1.18658
H  -2.95333  0.63082  -0.13377
H  -1.74608  1.84371  0.92892
H  -1.04881  0.68467  -1.67619
H  -0.41812  -1.69242  -0.58176
H  3.05546  -2.05880  -0.04237
H  4.37132  -0.03592  0.35039

Computed properties:
Spin multiplicity ... 1
HOMO-LUMO gap ... 8.764 eV
HOMO energy ... -0.3105 Eh
SMILES ... C[C@@H]1C=c2ccoc2=N1

Here are the Löwdin charges for atoms 1 to 5, given in e: -0.06, -0.35, 0.04, -0.17, -0.01



*iii*
Formula: C7H7NO
Source: the Open Molecules 2025 dataset
Level of theory: the ωB97M-V functional and the def2-TZVPD basis

Positions of all 16 atoms, in Å:
C  -2.30824  -0.20241  -0.09389
C  -1.82546  1.09648  -0.12326
C  -1.42922  -1.25908  0.07139
C  -0.46981  1.33843  -0.01284
C  -0.07364  -1.01617  0.19604
C  0.43168  0.28013  0.12243
C  1.85118  0.60012  0.20813
N  2.82851  -0.14397  -0.08735
O  4.03457  -0.11969  -0.09146
H  -3.36703  -0.39125  -0.18985
H  -2.50794  1.92647  -0.23476
H  -1.79805  -2.27367  0.11389
H  -0.10357  2.35459  -0.05169
H  0.60955  -1.84407  0.33455
H  2.07711  1.62773  0.50128
H  2.05037  -1.97365  -0.66262

Computed properties:
Spin multiplicity ... 1
HOMO-LUMO gap (alpha / beta) ... 8.149 / 8.536 eV
HOMO energy (alpha / beta) ... -0.3201 / -0.3289 Eh

Here are the Löwdin charges for atoms 1 to 5, given in e: -0.09, -0.08, -0.08, -0.05, -0.08



Least stable structure: *i*



*i*
Formula: C3H6N2S2
Source: the Open Molecules 2025 dataset
Level of theory: the ωB97M-V functional and the def2-TZVPD basis

Positions of all 13 atoms, in Å:
C  1.72882  -0.62796  -0.68041
N  1.83962  0.89012  -0.31442
C  0.83059  1.28430  0.27067
N  -0.34307  0.59361  1.09500
S  -0.79914  -0.95869  0.55608
C  -2.40808  -0.70978  -0.16729
S  -2.83373  0.78570  -0.41168
H  0.65749  -0.89873  -1.30125
H  1.76052  -1.05773  0.33313
H  2.77072  -1.26227  -1.22254
H  0.75454  2.39345  0.58083
H  -1.08629  1.24787  1.52463
H  -2.87199  -1.67990  -0.26276

Computed properties:
Spin multiplicity ... 1
HOMO-LUMO gap ... 8.346 eV
HOMO energy ... -0.3174 Eh
SMILES ... C/N=C\NSC=S

Here are the Löwdin charges for atoms 1 to 5, given in e: -0.21, -0.02, -0.29, -0.38, 0.79



*ii*
Formula: C3H6N2S2
Source: the Open Molecules 2025 dataset
Level of theory: the ωB97M-V functional and the def2-TZVPD basis

Positions of all 13 atoms, in Å:
C  -1.87695  0.14869  -0.61182
N  -1.11489  -1.11490  -0.38838
C  -0.25380  -1.10835  0.48337
N  0.17983  -0.01952  1.26190
S  0.61475  1.25648  0.26000
C  2.22242  0.77484  -0.37378
S  3.04474  -0.65114  -0.17132
H  -1.36216  0.85797  -1.30806
H  -2.14145  0.81199  0.32915
H  -2.88492  -0.34378  -0.95940
H  0.33439  -2.00968  0.65281
H  0.79837  -0.29111  1.94530
H  2.43965  1.68850  -1.11977

Computed properties:
Spin multiplicity ... 1
HOMO-LUMO gap ... 8.525 eV
HOMO energy ... -0.3354 Eh
SMILES ... C/N=C\NSC=S

Here are the Löwdin charges for atoms 1 to 5, given in e: -0.20, -0.01, -0.40, -0.31, 0.88



Least stable structure: *i*